Here is C12H22FGaN3OZn as an isolated structure at a distorted geometry from the OMol25 dataset. Energies are from ωB97M-V/def2-TZVPD.

The LUMO energy comes out at -7.376 eV. As for the net charge: +1. As for the HOMO-LUMO gap: 0.152 Eh.

Atoms and positions in Å:
C: 1.728166 -2.876923 -0.993992
C: 1.361034 -1.602247 -0.218586
C: 0.055146 -1.842432 0.541893
Ga: -1.548525 -1.212278 -0.493131
F: -2.259162 -2.557649 -1.545993
C: -3.036778 -0.661367 0.796803
C: -3.846218 0.455981 0.146784
N: -4.345171 1.418455 1.139166
N: -3.008046 1.134506 -0.821438
N: -5.085391 -0.090623 -0.429348
O: 1.158197 -0.466322 -1.057339
C: 2.344832 0.257054 -1.322386
C: 2.896469 1.024940 -0.149059
C: 2.270387 1.157345 1.027360
C: 2.832420 1.833523 2.050588
C: 4.040371 2.385745 1.898319
C: 4.670135 2.271725 0.710460
C: 4.110451 1.596991 -0.307077
H: 0.870422 -3.525800 -1.134402
H: 2.410892 -3.446607 -0.371022
H: 2.223387 -2.692225 -1.941892
H: 2.120222 -1.458269 0.544587
H: -0.064097 -2.906203 0.707271
H: 0.087602 -1.300262 1.481814
H: -1.117550 0.013241 -1.645184
H: -2.548777 -0.385151 1.723994
H: -3.672085 -1.507628 1.016667
H: -5.070125 0.946413 1.661373
H: -3.599006 1.626435 1.787579
H: -3.293786 2.100939 -0.973570
H: -3.122305 0.587026 -1.694730
H: -5.826106 0.593898 -0.344724
H: -4.978368 -0.334179 -1.403418
H: 3.126100 -0.364431 -1.759224
H: 2.105160 0.990405 -2.090318
H: 1.297017 0.715540 1.166227
H: 2.314023 1.944877 2.985283
H: 4.538701 2.924455 2.683913
H: 5.634806 2.728154 0.567697
H: 4.658694 1.513740 -1.230379
Zn: -2.433137 -0.990793 -2.710568

Forces on atoms 1 to 6 (eV/Å):
0.30 0.18 0.31
-0.90 -1.28 0.09
0.44 0.62 -1.02
1.22 0.02 4.90
-0.72 -0.62 -1.75
0.36 -0.58 -1.70

Here are the Löwdin charges for atoms 1 to 6, given in e: -0.02 -0.47 -0.13 0.44 -0.31 -0.13

***

Here is C12H22LiO5 as an isolated structure at a distorted geometry from the OMol25 dataset. Energies are from ωB97M-V/def2-TZVPD.

The LUMO energy comes out at -5.136 eV. As for the net charge: +1. As for the HOMO-LUMO gap: 0.291 Eh.

Atoms and positions in Å:
C: -0.682325 -3.696265 0.851105
C: -1.701197 -3.517075 -0.392995
O: -1.378737 -3.942183 -1.532333
O: -2.951516 -2.848615 -0.282904
C: -2.763558 -1.433221 0.005310
C: -2.905106 -0.496635 -1.280157
C: -3.448164 0.983793 -0.992204
C: -3.026117 1.600235 0.423749
C: -1.524569 2.231102 0.422571
C: -0.386579 1.152468 0.765589
C: 1.073778 1.798361 0.980158
C: 2.189231 0.718531 0.503991
C: 3.657536 1.352664 0.417056
O: 3.767024 2.552519 0.095307
O: 4.865704 0.624096 0.636306
C: 5.457111 0.329615 -0.660997
O: 6.767914 -0.268138 -0.556515
H: -0.022976 -2.754188 0.835582
H: -1.292798 -3.634447 1.819651
H: -0.063932 -4.645153 0.765833
H: -3.503533 -1.181880 0.848954
H: -1.721552 -1.234521 0.463365
H: -1.946647 -0.464871 -1.930710
H: -3.691282 -1.002686 -1.957539
H: -4.575534 1.108958 -1.131716
H: -2.967595 1.664945 -1.792579
H: -3.715442 2.509803 0.597401
H: -3.196389 0.915065 1.318903
H: -1.321520 2.818603 -0.546361
H: -1.547797 3.029904 1.254374
H: -0.747990 0.547065 1.663002
H: -0.363712 0.417087 -0.135371
H: 1.278331 2.054631 2.082713
H: 1.213821 2.784777 0.408360
H: 1.935438 0.375455 -0.569353
H: 2.152727 -0.157749 1.248202
H: 5.620704 1.316116 -1.230989
H: 4.771922 -0.348197 -1.279832
H: 6.743466 -0.857322 0.230207
Li: -0.048140 -0.402647 -2.365136

Forces on atoms 1 to 6 (eV/Å):
-1.48 1.27 -0.04
1.35 -1.38 -3.36
-1.07 1.56 4.13
2.36 0.29 0.38
0.59 0.89 1.01
-1.93 -0.66 -0.22

Here are the natural (NBO) charges for atoms 1 to 6, given in e: -0.73 0.79 -0.56 -0.53 -0.10 -0.38